Computed, not measured: a structure of composition C6H9O2, with ωB97M-V/def2-TZVPD.

```
17
Properties=species:S:1:pos:R:3:forces:R:3:lowdin_charge:R:1
O -2.6574 -0.7877 0.4856 0.40 -0.28 0.19 -0.154
C -3.8263 -0.3995 0.2669 -0.14 -0.02 -0.03 -0.681
O -4.3239 0.0224 -0.7875 -0.08 0.15 -0.15 -0.126
C -0.6302 1.1627 0.0509 0.14 -1.09 0.36 -0.019
C 0.2950 0.1408 -0.2766 1.87 0.37 -0.03 -0.193
C 1.2754 -0.3211 0.6262 -0.68 0.08 -0.49 -0.181
C 2.6248 -0.4691 0.2331 0.29 -0.66 -0.23 -0.271
C 3.1888 -0.2048 -0.9702 0.03 -0.11 0.16 -0.077
H -1.4251 1.4286 -0.6053 -0.50 -0.10 -0.30 0.080
H -0.4373 1.7812 0.9033 0.18 0.18 0.23 0.086
H 0.2063 -0.3434 -1.2394 0.23 0.27 -0.57 0.128
H -0.8693 0.0610 0.4641 -1.93 0.38 0.39 0.124
H 0.9237 -0.5600 1.6164 0.36 0.68 0.51 0.086
H 3.3132 -0.8114 1.0040 -0.09 -0.06 0.06 0.080
H -4.5114 -0.4485 1.1543 -0.09 0.01 0.06 0.085
H 4.2453 -0.3962 -1.1114 -0.07 0.01 -0.14 0.012
H 2.6083 0.1450 -1.8144 0.06 0.16 -0.02 0.022
```
Positions in Å, forces in eV/Å.

Multiplicity = 1
Frontier orbital gap = 7.17 eV
Total charge = -1
ΔE to the lowest compared entry with this formula, charge and spin = 3.625 eV

---

Computed, not measured: a structure of composition C4H6O2, with ωB97M-V/def2-TZVPD.

```
12
Properties=species:S:1:pos:R:3:forces:R:3:lowdin_charge:R:1
C -1.4478 -0.1903 -0.5050 -0.06 0.02 0.01 -0.090
C 0.0381 0.0359 -0.4891 -0.09 0.30 -0.17 -0.239
C 0.6240 1.1914 0.0260 -0.19 -0.23 0.00 -0.282
O 1.8875 1.2118 0.2515 0.01 -0.15 0.01 -0.073
C 1.1238 -1.0046 0.8786 -0.25 -1.08 0.64 -0.035
O 0.7184 -1.9754 1.3548 0.32 0.90 -0.48 0.140
H -1.6940 -1.1707 -0.0776 0.03 0.13 -0.06 0.075
H -1.9672 0.5663 0.0936 0.08 -0.10 -0.09 0.078
H -1.8562 -0.1631 -1.5208 0.06 -0.02 0.13 0.075
H 0.6220 -0.5128 -1.2298 -0.03 0.07 0.14 0.129
H 0.0007 1.9814 0.4698 0.08 -0.12 -0.05 0.132
H 1.9626 0.0407 0.6902 0.05 0.27 -0.08 0.090
```
Positions in Å, forces in eV/Å.

Multiplicity = 1
Frontier orbital gap = 9.56 eV
Total charge = 0
ΔE to the lowest compared entry with this formula, charge and spin = 2.809 eV

---

Computed, not measured: a cluster of 3 separate species, C39H26FNO6 in total, with ωB97M-V/def2-TZVPD.

```
73
Properties=species:S:1:pos:R:3:forces:R:3:lowdin_charge:R:1
C 1.7724 -0.4564 -2.7503 -0.93 0.19 1.08 -0.100
C 0.3398 -0.2574 -2.0780 0.23 -0.17 -0.17 -0.226
C -0.1333 1.2558 -2.1495 2.32 -0.43 1.25 -0.123
N -1.4596 1.4903 -1.5186 -0.43 0.25 -0.61 0.026
C -2.4664 2.1568 -2.2829 -1.56 -1.98 0.12 -0.352
O -2.5199 3.2694 -2.7245 0.82 -0.50 0.07 0.136
C -3.6074 1.0973 -2.4016 -2.38 -2.50 0.22 -0.035
C -4.8015 1.0348 -3.2248 0.53 -1.22 1.48 0.004
C -5.6774 -0.1457 -3.0889 1.41 -0.14 0.96 -0.050
C -5.3930 -1.2662 -2.1895 1.79 1.49 0.53 0.020
C -4.1853 -1.1986 -1.3394 -0.64 2.14 -1.74 -0.157
F -3.8301 -2.1809 -0.4623 -0.67 1.01 -1.50 0.046
C -3.3626 -0.0256 -1.4780 0.25 1.55 -0.86 0.020
C -2.0562 0.4272 -0.7591 -1.23 -1.22 -0.29 -0.355
O -1.6646 -0.0252 0.2825 0.35 0.38 -0.64 0.136
H 1.8465 0.1974 -3.6530 0.29 -0.72 0.65 0.073
H 1.9070 -1.5437 -2.9732 -0.06 1.00 -0.11 0.072
H 2.5296 -0.1924 -1.9587 -0.54 0.00 -1.13 0.072
H -0.4116 -0.9332 -2.5650 0.53 0.62 0.28 0.111
H 0.4440 -0.6112 -1.0167 -0.35 0.53 -0.94 0.107
H 0.6400 1.8215 -1.5508 -0.74 -0.34 -0.86 0.118
H -0.0605 1.6067 -3.2101 -0.61 -0.16 0.93 0.135
H -5.0474 1.8680 -3.9184 0.12 -0.85 0.59 0.114
H -6.6081 -0.2137 -3.6982 0.96 0.13 0.53 0.103
H -6.0448 -2.1640 -2.0884 0.51 0.97 -0.29 0.116
C -0.5378 -8.3946 4.3208 -0.06 0.09 0.00 -0.060
C -1.2709 -8.4031 5.5044 -0.04 0.09 -0.07 -0.060
C -2.2209 -7.4205 5.7408 0.10 -0.19 0.08 -0.001
C -2.4340 -6.4174 4.7995 0.18 -0.13 -0.07 -0.084
C -1.6821 -6.3953 3.6241 0.00 -0.15 0.16 -0.083
C -0.7418 -7.3933 3.3828 0.11 -0.17 0.06 -0.001
C -1.8629 -5.3045 2.6327 0.33 0.06 -0.57 -0.278
O -1.2101 -5.2879 1.6066 -0.06 -0.04 0.12 0.104
C -2.8472 -4.2321 2.9205 -0.14 0.19 0.06 -0.078
C -2.9877 -3.1723 2.0286 -0.10 0.18 0.03 0.005
C -3.9160 -2.1702 2.2836 0.01 -0.12 0.27 -0.054
C -4.7113 -2.2302 3.4248 0.12 -0.11 -0.03 -0.048
C -4.5704 -3.2823 4.3184 -0.11 0.17 -0.02 -0.002
C -3.6324 -4.2804 4.0745 0.01 0.10 -0.13 -0.087
C -3.4657 -5.3811 5.0547 -0.41 0.03 0.54 -0.280
O -4.1579 -5.4320 6.0539 0.10 -0.02 -0.11 0.101
H 0.1979 -9.1683 4.1332 -0.04 0.05 0.01 0.106
H -1.1016 -9.1791 6.2419 -0.02 0.04 -0.04 0.107
H -2.7929 -7.4338 6.6610 -0.05 0.13 -0.13 0.120
H -0.1652 -7.3875 2.4656 -0.11 0.15 0.03 0.120
H -2.3735 -3.1228 1.1387 0.03 -0.12 0.14 0.113
H -4.0215 -1.3442 1.5944 0.07 -0.03 0.14 0.093
H -5.4399 -1.4514 3.6191 0.05 -0.04 0.00 0.107
H -5.1888 -3.3214 5.2073 0.13 -0.13 -0.02 0.120
C 2.5440 8.0964 -2.2525 0.05 -0.11 0.02 -0.056
C 1.5869 7.0858 -2.2177 0.10 -0.03 0.02 -0.053
C 1.9666 5.7773 -1.9581 -0.17 0.10 -0.04 0.004
C 3.3078 5.4714 -1.7436 -0.02 0.21 -0.06 -0.082
C 4.2701 6.4809 -1.8024 -0.20 0.00 -0.02 -0.083
C 3.8825 7.7955 -2.0461 -0.14 0.15 -0.05 0.001
C 5.7091 6.1626 -1.6246 0.43 0.50 -0.02 -0.279
O 6.5477 7.0415 -1.6718 -0.09 -0.11 0.00 0.106
C 6.1066 4.7506 -1.3968 0.03 -0.23 0.01 -0.083
C 7.4556 4.4261 -1.2850 0.18 -0.14 0.03 0.001
C 7.8368 3.1113 -1.0588 -0.11 0.06 0.00 -0.056
C 6.8713 2.1159 -0.9342 -0.05 0.09 -0.02 -0.056
C 5.5261 2.4335 -1.0503 0.15 -0.15 0.02 0.001
C 5.1402 3.7493 -1.2914 0.20 -0.02 0.02 -0.082
C 3.7007 4.0717 -1.4491 -0.45 -0.42 0.04 -0.273
O 2.8557 3.2026 -1.3447 0.07 0.02 -0.02 0.091
H 2.2447 9.1199 -2.4464 0.03 -0.06 0.01 0.108
H 0.5432 7.3205 -2.3915 0.06 -0.03 0.02 0.109
H 1.2174 4.9948 -1.9269 0.15 -0.03 0.05 0.119
H 4.6244 8.5844 -2.0794 0.06 -0.17 0.02 0.121
H 8.2111 5.1973 -1.3780 -0.18 0.06 0.00 0.121
H 8.8880 2.8602 -0.9772 -0.06 0.02 0.00 0.108
H 7.1700 1.0903 -0.7504 -0.02 0.06 -0.01 0.108
H 4.7783 1.6548 -0.9573 -0.06 0.17 -0.04 0.115
```
Positions in Å, forces in eV/Å.

Multiplicity = 1
Frontier orbital gap = 8.50 eV
Total charge = 0
ΔE to the lowest compared entry with this formula, charge and spin = 1.890 eV

---

Calculated values (eV) of LUMO for the records, taken in order: 3.80; 0.72; -1.04.